No. 1
17
Properties=species:S:1:pos:R:3:nbo_charge:R:1 method="wB97M-V/def2-TZVPD" orbital_gap_ev="8.402 / 6.945" e_homo_ha="-0.6635 / -0.6288" multiplicity=1 charge=+2
S -1.156 2.316 0.156 0.31
N -1.322 -0.432 -0.094 -0.11
N 1.687 0.037 0.367 -0.35
N -2.593 -0.597 -0.443 -0.55
N 2.604 0.881 -0.304 -0.57
C -0.531 -1.650 -0.103 -0.42
C -0.833 0.692 0.265 0.12
H 0.111 -1.699 0.773 0.26
H 1.786 0.172 1.373 0.36
H -3.237 0.183 -0.426 0.43
H 2.520 1.900 -0.111 0.44
H -1.064 2.581 1.480 0.21
H 2.498 0.729 -1.324 0.45
H -2.984 -1.531 -0.433 0.44
H -1.180 -2.523 -0.129 0.25
H 0.114 -1.671 -0.981 0.26
H 3.580 0.612 -0.066 0.47

---

No. 2
74
Properties=species:S:1:pos:R:3:mulliken_spin:R:1 method="wB97M-V/def2-TZVPD" orbital_gap_ev="4.994 / 7.152" e_homo_ha="-0.0991 / -0.1784" multiplicity=8 s_squared=15.760 charge=-1
Eu 0.185 -0.208 0.325 6.89
S 0.454 -1.242 4.014 0.00
S -4.590 1.170 -0.304 0.00
O -0.704 -1.014 4.832 0.00
O 1.595 -0.401 4.250 0.00
O -0.001 -2.464 0.589 0.00
N 6.625 -1.650 -0.980 0.00
N 0.350 1.844 1.940 0.02
N 0.042 -1.162 2.423 0.02
N -0.113 -1.453 -2.313 0.01
N 4.858 -0.224 -0.096 0.00
N 2.467 -0.060 0.171 0.02
N -2.414 -0.056 0.367 0.01
N 1.313 3.495 3.075 0.00
C 5.760 -1.008 -0.572 0.00
C -0.640 1.369 -1.380 0.04
C 0.960 -4.947 -1.763 0.00
C 1.276 -3.874 4.975 0.00
C 0.913 -4.730 2.317 0.00
C 0.714 -2.590 -2.159 0.00
C -4.682 -0.030 0.947 0.00
C -5.788 -0.445 1.671 0.00
C -5.607 -1.408 2.644 0.00
C 2.324 -4.779 -1.589 0.00
C -3.247 -1.545 2.157 0.00
C -2.051 1.582 -1.407 -0.04
C 0.880 -2.993 3.995 0.00
C -4.345 -1.947 2.885 0.00
C 0.695 -3.413 2.688 0.01
C -0.555 3.930 4.722 0.00
C -2.402 2.404 4.362 0.00
C 0.090 3.301 3.667 0.00
C -2.675 2.454 -2.307 -0.01
C -1.810 3.464 5.054 0.00
C 0.157 -3.862 -2.065 0.00
C 2.094 -2.434 -2.043 -0.01
C 1.490 -5.201 4.613 0.00
C 1.312 -5.621 3.301 0.00
C -1.926 3.136 -3.242 0.01
C 2.894 -3.526 -1.758 0.00
C -0.550 2.952 -3.267 0.00
C -1.769 1.784 3.307 0.00
C 0.230 -2.314 1.808 -0.02
C 1.411 2.598 2.070 0.01
C -2.864 0.860 -0.448 0.00
C -3.400 -0.573 1.168 0.00
C 3.626 -0.223 0.020 0.02
C -0.508 2.247 2.947 -0.01
C 0.060 2.100 -2.359 0.00
H 0.046 3.480 -3.998 0.00
H 1.795 -5.920 5.361 0.00
H -3.748 2.590 -2.267 0.00
H -2.271 -1.952 2.364 0.01
H -6.453 -1.741 3.225 0.00
H 2.534 -1.453 -2.184 0.00
H -1.056 -1.711 -2.591 0.00
H 2.279 2.534 1.437 0.00
H 0.516 -5.928 -1.664 0.00
H 0.769 -5.020 1.287 0.00
H 3.963 -3.399 -1.668 0.00
H -2.344 3.924 5.870 0.00
H 1.408 -3.542 5.993 0.00
H -2.404 3.802 -3.946 0.00
H -4.214 -2.686 3.661 0.00
H 2.945 -5.623 -1.338 0.00
H -6.760 -0.023 1.475 0.00
H -2.216 0.954 2.786 0.00
H 2.018 4.153 3.360 0.00
H 1.482 -6.657 3.049 0.00
H 0.276 -0.751 -2.938 0.00
H -0.906 -3.992 -2.216 0.00
H 1.144 2.003 -2.408 0.00
H -0.100 4.743 5.263 0.00
H -3.377 2.062 4.671 0.00

---

No. 3
89
Properties=species:S:1:pos:R:3:nbo_charge:R:1 method="wB97M-V/def2-TZVPD" orbital_gap_ev=4.949 e_homo_ha=-0.0209 multiplicity=1 charge=-2
In -0.751 -0.254 1.669 1.27
S -1.725 1.100 -1.221 -0.08
P 1.833 1.053 -0.488 0.87
F -2.764 2.185 1.108 -0.57
F -0.585 2.756 0.737 -0.57
O 1.173 0.734 2.868 -0.63
N -1.709 -0.948 3.630 -0.67
N -2.876 -1.843 0.996 -0.84
C 1.791 2.822 -0.971 -0.34
C 0.930 3.278 -1.971 -0.21
C 1.498 5.564 -1.474 -0.24
C 2.049 0.237 -2.126 -0.23
C 1.650 -4.611 1.284 -0.24
C 3.433 0.849 0.332 -0.50
C 2.729 0.790 -3.211 -0.16
C -2.290 3.781 -1.732 -0.24
C 2.264 -3.404 1.573 -0.22
C 0.788 4.634 -2.225 -0.21
C -3.957 0.144 3.245 -0.64
C 2.492 3.764 -0.218 -0.14
C -2.582 -4.460 -2.253 -0.27
C -1.603 -3.514 -0.218 -0.12
C 2.313 1.011 2.539 0.41
C -3.746 3.195 -4.024 -0.24
C -1.554 -4.363 -1.326 -0.18
C 5.850 0.505 0.327 -0.39
C 1.473 -1.024 -2.278 -0.22
C -2.990 -0.662 4.057 0.10
C -0.373 -3.414 0.641 0.01
C 1.518 -2.235 1.491 -0.24
C 2.284 -1.168 -4.539 -0.23
C -2.864 4.799 -2.481 -0.21
C 0.311 -2.128 4.597 -0.64
C 3.379 0.577 1.746 -0.21
C -3.706 -3.663 -2.092 -0.21
C 4.579 0.063 2.356 -0.25
C 2.848 0.096 -4.407 -0.26
C 1.595 -1.725 -3.471 -0.21
C -3.205 -1.208 5.304 -0.36
C -3.186 2.172 -3.271 -0.19
C 4.670 0.861 -0.306 -0.08
C 5.755 0.044 1.662 -0.20
C -2.001 -1.861 5.676 -0.35
C -1.114 -1.681 4.636 0.12
C -2.449 2.443 -2.114 -0.15
C 0.176 -2.189 1.084 -0.49
C 2.347 5.123 -0.468 -0.24
C -3.593 4.520 -3.632 -0.27
C 0.350 -4.603 0.808 -0.24
C -3.788 -2.812 -1.006 -0.28
C -2.763 -2.739 -0.060 0.28
B -1.523 1.723 0.630 0.48
H 3.380 0.544 -5.239 0.19
H -4.684 -0.482 2.713 0.17
H -4.309 2.955 -4.919 0.19
H -1.795 -2.392 6.596 0.19
H 1.377 6.625 -1.662 0.19
H 2.374 -1.710 -5.473 0.19
H 1.135 -2.702 -3.565 0.20
H -2.488 -5.124 -3.103 0.20
H 0.353 2.562 -2.547 0.23
H -3.317 1.139 -3.573 0.20
H -3.457 0.772 2.513 0.26
H -3.762 -1.367 1.064 0.39
H -4.036 5.320 -4.213 0.19
H -0.648 -4.932 -1.490 0.21
H 2.899 5.839 0.129 0.19
H 0.570 -2.596 3.652 0.23
H -4.514 -3.694 -2.814 0.20
H 1.006 -1.297 4.749 0.21
H 2.010 -1.321 1.779 0.23
H 4.701 1.104 -1.365 0.19
H -4.655 -2.173 -0.873 0.20
H -0.119 -5.543 0.542 0.19
H 0.486 -2.864 5.386 0.20
H 3.298 -3.364 1.895 0.20
H -1.708 4.012 -0.850 0.25
H 3.156 1.783 -3.125 0.21
H -2.730 5.827 -2.163 0.20
H -4.120 -1.131 5.876 0.19
H -2.568 -2.159 1.911 0.42
H 2.180 -5.550 1.402 0.19
H 6.640 -0.348 2.155 0.18
H 0.918 -1.455 -1.453 0.24
H 6.793 0.503 -0.202 0.19
H 0.104 4.965 -2.998 0.21
H 3.152 3.422 0.572 0.22
H -4.539 0.801 3.895 0.21
H 4.537 -0.285 3.382 0.19

---

No. 4
22
Properties=species:S:1:pos:R:3:nbo_charge:R:1 method="wB97M-V/def2-TZVPD" orbital_gap_ev="10.351 / 6.327" e_homo_ha="-0.6811 / -0.6778" multiplicity=2 s_squared=0.754 charge=+2
S 0.946 -1.389 -0.419 0.23
S 0.923 0.663 -0.087 0.63
O -1.187 1.013 -2.201 -0.96
N -2.114 -1.349 -1.364 -0.71
C -0.544 -1.796 0.562 -0.56
C 2.070 0.802 1.280 -0.58
C -1.798 -1.092 0.103 -0.25
C 2.603 2.203 1.517 -0.64
H -1.493 1.347 -3.055 0.53
H -0.239 1.187 -2.169 0.49
H -1.893 -0.456 -1.857 0.47
H 3.561 2.259 0.998 0.26
H 2.794 -0.014 1.194 0.30
H -0.598 -2.876 0.687 0.30
H 1.439 0.436 2.118 0.30
H -1.733 -0.006 0.175 0.24
H -3.089 -1.589 -1.538 0.46
H 1.992 2.955 1.024 0.24
H -0.365 -1.456 1.585 0.27
H -1.412 -1.946 -1.812 0.44
H -2.674 -1.304 0.706 0.27
H 2.809 2.408 2.553 0.28

---

No. 5
9
Properties=species:S:1:pos:R:3:nbo_charge:R:1 method="wB97M-V/def2-TZVPD" orbital_gap_ev=9.533 e_homo_ha=-0.5553 multiplicity=1 charge=+1 smiles=N#[N+]N(N)N
N 2.321 -0.239 0.459 0.24
N -0.846 -1.116 0.214 -0.62
N 1.264 -0.172 0.194 0.23
N -0.422 1.272 -0.153 -0.63
N 0.065 0.002 -0.015 0.10
H 0.260 1.983 0.254 0.41
H -1.221 -1.463 -0.784 0.42
H -0.950 1.609 -0.990 0.44
H -0.471 -1.878 0.821 0.42

---

No. 6
46
Properties=species:S:1:pos:R:3:nbo_charge:R:1 method="wB97M-V/def2-TZVPD" orbital_gap_ev=8.928 e_homo_ha=-0.3078 multiplicity=1 charge=0 smiles="CC(=O)N1CCc2cc(C(=O)CN3CCC(C)CC3)ccc21"
O 5.566 -1.394 0.225 -0.60
O -1.409 -2.140 0.560 -0.53
N -3.305 -0.352 -0.504 -0.43
N 4.340 0.499 0.038 -0.43
C -7.201 0.759 0.933 -0.60
C -3.351 0.527 0.648 -0.22
C 2.092 0.920 -0.103 0.02
C 3.069 -0.071 0.024 0.16
C -4.277 0.053 -1.499 -0.21
C 4.241 1.951 -0.078 -0.20
C -5.813 0.865 0.311 -0.21
C 1.363 -1.720 0.098 -0.14
C -1.036 -1.193 -0.092 0.58
C 0.379 -0.744 -0.063 -0.18
C -5.685 -0.032 -0.919 -0.40
C -4.725 0.462 1.304 -0.40
C 5.519 -0.187 0.135 0.69
C 2.710 -1.406 0.129 -0.24
C 6.762 0.674 0.119 -0.71
C 2.739 2.272 -0.163 -0.45
C -1.969 -0.455 -1.044 -0.32
C 0.757 0.599 -0.155 -0.19
H -2.588 0.201 1.359 0.21
H -4.742 1.117 2.178 0.21
H 6.829 1.238 -0.809 0.23
H -2.010 -1.075 -1.948 0.23
H -3.127 1.575 0.359 0.15
H 0.020 1.384 -0.225 0.21
H -4.193 -0.620 -2.357 0.20
H 2.413 2.900 0.668 0.22
H 2.488 2.790 -1.090 0.22
H 4.702 2.427 0.793 0.20
H -4.085 1.085 -1.855 0.15
H 3.460 -2.170 0.239 0.26
H -7.282 1.410 1.801 0.21
H -5.881 -1.065 -0.630 0.21
H 6.759 1.372 0.953 0.23
H -4.901 -0.562 1.636 0.21
H -7.395 -0.263 1.252 0.20
H 1.048 -2.748 0.190 0.23
H -5.643 1.906 0.006 0.19
H 4.771 2.291 -0.973 0.20
H 7.627 0.022 0.203 0.25
H -6.410 0.259 -1.681 0.21
H -7.966 1.046 0.215 0.21
H -1.550 0.524 -1.335 0.17

---

No. 7
8
Properties=species:S:1:pos:R:3:nbo_charge:R:1 method="wB97M-V/def2-TZVPD" orbital_gap_ev="8.699 / 7.010" e_homo_ha="-0.3028 / -0.3449" multiplicity=3 s_squared=2.011 charge=0
S 1.554 -0.589 0.373 0.22
O 0.654 1.714 -0.575 -0.34
O -1.309 0.849 1.232 -0.38
N 0.444 0.640 -0.098 0.02
C 0.179 -0.626 -0.746 -0.38
H 0.480 -0.888 -1.776 0.23
H -1.298 0.108 1.877 0.41
H -0.704 -1.208 -0.287 0.22

---

No. 8
19
Properties=species:S:1:pos:R:3:nbo_charge:R:1 method="wB97M-V/def2-TZVPD" orbital_gap_ev="8.373 / 8.367" e_homo_ha="-0.4821 / -0.4819" multiplicity=1 charge=+1
O 1.225 -0.709 0.333 -0.61
N -0.949 0.379 1.025 -0.57
N -0.638 -0.261 -1.227 -0.38
C -1.687 -0.877 -0.802 0.18
C -0.141 0.594 -0.277 0.60
C 0.508 1.805 -0.403 -0.74
C -2.071 -0.578 0.662 -0.32
C 2.283 -0.951 -0.496 -0.27
H 0.812 2.373 0.521 0.28
H 1.299 1.633 -1.210 0.30
H 2.940 -1.725 -0.166 0.23
H 1.927 -1.535 -1.402 0.17
H -0.176 2.558 -0.743 0.27
H -3.092 -0.336 0.757 0.26
H -2.310 -1.653 -1.288 0.25
H -1.573 1.183 1.376 0.45
H -0.291 0.192 1.746 0.48
H 2.825 -0.114 -0.746 0.17
H -2.043 -1.420 1.364 0.27

---

No. 9
116
Properties=species:S:1:pos:R:3:lowdin_charge:R:1 method="wB97M-V/def2-TZVPD" orbital_gap_ev=7.097 e_homo_ha=-0.3827 multiplicity=1 charge=+1
Bi -0.146 -0.050 0.103 1.66
Se 3.982 0.222 2.111 1.20
As -2.459 0.716 -1.660 0.76
S 1.092 -2.545 1.824 0.55
Si -2.397 1.896 -3.744 0.28
Si -4.012 2.003 -0.369 0.27
Si -3.559 -1.329 -2.281 0.28
O 2.486 -2.841 2.004 -0.31
O 4.279 6.151 -2.139 0.08
O 0.550 -1.394 2.530 -0.38
N 3.627 0.715 3.765 -0.20
N -5.591 -4.896 7.041 0.17
N 2.422 0.731 1.455 -0.28
N 0.776 -0.964 -2.035 -0.03
N 0.705 -2.235 0.292 -0.28
N 2.499 7.389 -1.519 0.18
N 0.443 1.609 2.314 0.03
N 1.098 2.514 -0.962 0.00
C -4.611 -1.061 -3.788 -0.21
C 0.881 -0.233 -3.116 -0.18
C -4.914 0.981 0.887 -0.20
C 0.587 3.657 -0.513 -0.16
C 2.122 -1.913 -4.260 0.02
C -1.033 -4.286 1.710 -0.06
C 2.252 2.576 -1.628 -0.14
C -2.495 -2.463 4.269 -0.01
C 1.341 -2.895 -0.756 -0.27
C -3.102 -3.188 5.275 -0.01
C -4.623 -2.047 -0.942 -0.20
C -2.171 -2.512 -2.650 -0.21
C -2.556 -1.367 2.097 -0.15
C -4.458 -3.496 5.181 -0.22
C -4.598 -2.340 3.083 -0.01
C 2.638 -4.002 -3.022 -0.03
C -3.238 -2.043 3.162 -0.23
C -1.741 -5.388 2.161 -0.02
C 1.921 -4.137 -0.712 0.00
C -0.181 2.033 3.369 -0.11
C 0.721 -4.792 3.290 -0.04
C 0.395 2.098 4.681 -0.03
C 3.142 6.217 -1.728 -0.49
C 1.180 4.892 -0.723 0.00
C -1.417 3.444 -3.406 -0.21
C 1.735 1.192 2.485 -0.53
C 1.382 -2.186 -1.987 -0.18
C 2.390 1.188 3.755 -0.38
C -4.012 2.383 -4.528 -0.20
C -1.536 0.852 -5.037 -0.21
C -2.978 3.278 0.512 -0.22
C -5.206 -3.069 4.088 -0.01
C 2.918 3.759 -1.889 0.02
C 1.562 -0.666 -4.266 -0.03
C 1.666 1.675 4.888 0.02
C -5.089 -4.271 6.220 -0.18
C 2.559 -4.687 -1.844 -0.05
C -1.248 -6.195 3.181 -0.26
C 0.192 -3.986 2.289 -0.29
C -0.006 -5.883 3.733 -0.02
C -1.927 -0.929 1.157 -0.29
C -2.022 -7.384 3.677 -0.04
C 2.049 -2.718 -3.104 -0.15
C -5.289 2.889 -1.383 -0.21
C 2.370 4.948 -1.432 -0.11
H -2.481 3.958 -0.180 0.01
H -1.439 -2.230 4.311 0.12
H -2.185 -7.320 4.753 0.09
H -6.026 3.261 -0.666 0.04
H -1.845 4.020 -2.583 0.02
H 2.131 1.688 5.863 0.13
H -1.495 -2.147 -3.424 0.02
H -5.575 -1.526 -0.852 0.03
H 0.399 -6.508 4.519 0.12
H 3.858 3.778 -2.423 0.12
H -1.427 4.075 -4.297 0.04
H -2.701 -5.622 1.718 0.12
H -1.996 1.084 -6.000 0.04
H -1.216 2.337 3.239 0.11
H -5.441 1.677 1.544 0.05
H -5.658 0.336 0.423 0.02
H -1.479 -8.310 3.486 0.09
H -4.837 -3.079 -1.232 0.05
H -5.352 -0.276 -3.643 0.03
H 1.622 -0.026 -5.133 0.11
H 1.686 -4.555 3.716 0.12
H -5.169 -2.016 2.224 0.11
H 3.003 8.238 -1.710 0.12
H -3.688 2.896 -5.439 0.05
H -0.379 3.224 -3.152 0.01
H -4.626 3.071 -3.964 0.01
H -4.024 -0.825 -4.675 0.02
H -0.480 1.096 -5.113 0.01
H -2.533 -3.527 6.130 0.13
H -2.597 -3.459 -2.991 0.05
H -4.881 3.747 -1.911 0.03
H -2.220 2.820 1.152 0.00
H -4.246 0.369 1.484 0.00
H -1.626 -0.222 -4.880 0.02
H 0.716 5.772 -0.298 0.11
H -0.333 3.586 0.053 0.08
H 3.006 -5.667 -1.758 0.11
H -2.993 -7.457 3.192 0.08
H 2.642 -2.290 -5.132 0.13
H -5.149 -1.993 -3.983 0.05
H -0.211 2.471 5.494 0.11
H -1.579 -2.718 -1.754 0.02
H 3.150 -4.410 -3.881 0.12
H 1.542 7.448 -1.226 0.09
H -6.257 -3.316 4.031 0.12
H -5.811 2.251 -2.095 0.03
H -3.642 3.869 1.148 0.05
H 0.413 0.744 -3.078 0.07
H -4.623 1.537 -4.830 0.02
H -4.125 -2.049 0.026 0.00
H 2.665 1.630 -1.960 0.11
H -1.426 -3.662 0.920 0.10
H 1.913 -4.709 0.207 0.11

---

No. 10
14
Properties=species:S:1:pos:R:3:nbo_charge:R:1 method="wB97M-V/def2-TZVPD" orbital_gap_ev=9.524 e_homo_ha=-0.4997 multiplicity=1 charge=+1
O -3.157 1.699 0.229 -0.94
N 1.792 -0.268 1.153 -0.71
N 0.683 -1.674 -1.070 -0.83
C 0.492 -0.270 -0.913 0.07
C 0.684 0.300 0.309 -0.20
H -0.174 0.715 0.822 0.27
H 0.093 0.382 -1.676 0.25
H 1.637 -2.009 -1.168 0.39
H -3.411 0.931 0.724 0.46
H 0.164 -1.908 -1.914 0.41
H -3.684 2.362 0.672 0.48
H 1.905 0.196 2.055 0.45
H 1.789 -1.284 1.287 0.44
H 2.614 0.097 0.671 0.45

---

No. 11
44
Properties=species:S:1:pos:R:3:nbo_charge:R:1 method="wB97M-V/def2-TZVPD" orbital_gap_ev=3.214 e_homo_ha=-0.1989 multiplicity=1 charge=0
Cu 0.686 2.108 -2.586 0.90
Cu -0.976 2.365 -0.595 0.92
O -1.143 1.148 -2.655 -1.39
O -2.326 2.031 1.193 -1.00
O -0.078 4.212 -1.934 -1.04
O 1.139 1.491 -0.480 -1.28
N 2.620 -1.579 -2.557 -0.27
N -1.349 -1.797 3.201 -0.26
C 0.406 -2.754 1.932 -0.22
C 3.425 -1.444 -3.773 -0.41
C 1.354 -1.118 -2.546 0.09
C -2.455 2.549 2.452 -0.21
C -0.442 -2.791 3.010 0.05
C -0.481 -0.630 1.347 -0.11
C 3.146 -2.118 -1.434 0.05
C -1.315 -0.702 2.433 0.08
C 2.407 -2.201 -0.293 -0.22
C -2.356 -1.957 4.260 -0.41
C 0.355 -1.684 1.035 0.01
C 0.560 -1.208 -1.431 -0.14
C -1.131 5.052 -2.254 -0.21
C 1.109 -1.678 -0.241 0.04
H -1.866 3.468 2.671 0.13
H -2.161 -2.779 4.938 0.22
H 1.138 -3.541 1.813 0.23
H 2.819 -2.716 0.563 0.23
H -2.001 0.784 -2.877 0.46
H 2.732 -1.312 -4.598 0.23
H 4.144 -2.515 -1.546 0.22
H -3.323 -2.042 3.769 0.24
H 3.999 -0.515 -3.733 0.24
H -0.471 -0.871 -1.479 0.31
H -0.607 -3.656 3.634 0.23
H 1.983 1.208 -0.856 0.41
H -2.120 4.564 -2.234 0.12
H -2.084 1.855 3.242 0.06
H -3.467 2.968 2.593 0.14
H -1.000 5.472 -3.271 0.11
H -1.170 5.919 -1.569 0.12
H -1.969 0.143 2.643 0.29
H 4.121 -2.265 -3.905 0.23
H -2.336 -1.046 4.858 0.24
H 1.070 -0.645 -3.476 0.26
H -0.586 0.225 0.731 0.30

---

What did the eighth record say?
19
Properties=species:S:1:pos:R:3:nbo_charge:R:1 method="wB97M-V/def2-TZVPD" orbital_gap_ev="8.373 / 8.367" e_homo_ha="-0.4821 / -0.4819" multiplicity=1 charge=+1
O 1.225 -0.709 0.333 -0.61
N -0.949 0.379 1.025 -0.57
N -0.638 -0.261 -1.227 -0.38
C -1.687 -0.877 -0.802 0.18
C -0.141 0.594 -0.277 0.60
C 0.508 1.805 -0.403 -0.74
C -2.071 -0.578 0.662 -0.32
C 2.283 -0.951 -0.496 -0.27
H 0.812 2.373 0.521 0.28
H 1.299 1.633 -1.210 0.30
H 2.940 -1.725 -0.166 0.23
H 1.927 -1.535 -1.402 0.17
H -0.176 2.558 -0.743 0.27
H -3.092 -0.336 0.757 0.26
H -2.310 -1.653 -1.288 0.25
H -1.573 1.183 1.376 0.45
H -0.291 0.192 1.746 0.48
H 2.825 -0.114 -0.746 0.17
H -2.043 -1.420 1.364 0.27